{"formula": "C17H22N3V", "method": "ωB97M-V/def2-TZVPD", "lumo_energy_ev": [3.098, 3.176], "multiplicity": 2, "energy_ev": -48140.0808, "total_charge": -1, "e_homo_ha": [-0.0505, -0.0161], "symbols": ["V", "C", "N", "C", "C", "C", "C", "C", "C", "C", "N", "C", "C", "C", "C", "C", "C", "N", "C", "C", "H", "H", "H", "H", "H", "H", "H", "H", "H", "H", "H", "H", "H", "H", "H", "H", "H", "H", "H", "H", "C", "H", "H"], "xyz": [[0.57096, 1.30456, 0.13515], [-1.33678, 2.95661, -1.60514], [-0.73251, 1.62054, -1.62415], [0.20368, 1.49408, -2.76122], [-1.67742, 0.51130, -1.64193], [-2.74272, 0.54918, -2.51614], [-3.63587, -0.51660, -2.61382], [-3.40932, -1.62655, -1.83146], [-2.33720, -1.68127, -0.94019], [-1.44263, -0.60918, -0.78596], [-0.36161, -0.50179, 0.09240], [0.13416, -1.44408, 0.99812], [-0.45879, -2.64247, 1.42529], [0.13938, -3.46526, 2.38098], [1.34738, -3.13800, 2.95220], [1.95934, -1.94794, 2.56093], [1.38040, -1.12023, 1.62393], [2.04172, 0.12435, 1.26305], [2.62382, 0.87380, 2.38008], [3.06462, -0.13112, 0.22825], [-1.83123, 3.19712, -2.55670], [-2.04571, 3.00957, -0.78304], [-0.53388, 3.66651, -1.41128], [-0.31273, 1.67415, -3.71951], [1.01206, 2.20602, -2.61884], [0.62601, 0.48936, -2.76080], [-2.87185, 1.42657, -3.13644], [-4.47683, -0.46798, -3.29442], [-4.07080, -2.48370, -1.89246], [-2.22007, -2.58148, -0.37281], [-1.42619, -2.93243, 1.06877], [-0.37982, -4.36949, 2.67878], [1.80536, -3.76959, 3.70321], [2.90256, -1.65313, 3.00210], [3.51599, 0.37738, 2.78552], [2.89326, 1.85667, 1.99375], [1.86589, 0.99888, 3.14836], [3.89664, -0.73325, 0.63360], [2.60834, -0.67502, -0.59869], [3.41948, 0.82434, -0.14568], [0.21406, 2.80562, 1.23894], [0.69703, 3.00676, 2.21029], [-0.61816, 3.51717, 1.10695]]}

=====

{"formula": "C5H15N2S", "method": "ωB97M-V/def2-TZVPD", "lumo_energy_ev": -3.546, "energy_ev": -19235.4571, "smiles": "C[C@@H](CS)NCC[NH3+]", "total_charge": 1, "e_homo_ha": -0.4438, "symbols": ["C", "C", "C", "S", "N", "C", "C", "N", "H", "H", "H", "H", "H", "H", "H", "H", "H", "H", "H", "H", "H", "H", "H"], "xyz": [[1.31645, 2.03326, 0.27662], [0.52457, 0.73082, 0.55634], [-0.46501, 0.68130, 1.80965], [0.50710, 0.73930, 3.31513], [-0.43069, 0.34527, -0.59792], [0.24022, -0.36169, -1.66531], [-0.03227, -1.91232, -1.43849], [-1.26199, -2.18007, -0.52320], [1.05393, 2.85849, 0.99213], [1.05231, 2.47000, -0.70503], [2.40409, 1.72275, 0.16110], [1.25088, -0.18548, 0.76194], [-1.10680, 1.60932, 1.66879], [-1.08547, -0.23877, 1.66902], [0.13226, 2.00508, 3.52835], [-0.83185, 1.23716, -0.91515], [-0.18713, -0.11949, -2.64800], [1.38024, -0.07126, -1.81070], [0.85318, -2.44887, -0.85583], [-0.31235, -2.38303, -2.38784], [-2.22062, -1.85495, -1.02320], [-1.27720, -1.50902, 0.16722], [-1.50386, -3.16780, -0.33562]]}

=====

{"formula": "C32H56N8O12", "method": "ωB97M-V/def2-TZVPD", "lumo_energy_ev": 0.501, "energy_ev": -70580.5996, "smiles": "CCOC(=O)OC.CCOC(=O)OC.CCOC(=O)OC.CCOC(=O)OC.CC#N.CC#N.CC#N.CC#N.CC#N.CC#N.CC#N.CC#N", "e_homo_ha": -0.3790, "symbols": ["C", "C", "O", "C", "O", "O", "C", "H", "H", "H", "H", "H", "H", "H", "H", "C", "C", "O", "C", "O", "O", "C", "H", "H", "H", "H", "H", "H", "H", "H", "C", "C", "O", "C", "O", "O", "C", "H", "H", "H", "H", "H", "H", "H", "H", "C", "C", "O", "C", "O", "O", "C", "H", "H", "H", "H", "H", "H", "H", "H", "C", "C", "N", "H", "H", "H", "C", "C", "N", "H", "H", "H", "C", "C", "N", "H", "H", "H", "C", "C", "N", "H", "H", "H", "C", "C", "N", "H", "H", "H", "C", "C", "N", "H", "H", "H", "C", "C", "N", "H", "H", "H", "C", "C", "N", "H", "H", "H"], "xyz": [[-2.97676, -1.08615, -3.49907], [-3.50799, -0.02747, -2.48655], [-4.95586, 0.18665, -2.65239], [-5.37280, 1.00909, -3.63171], [-4.74453, 1.82155, -4.22912], [-6.71559, 0.88540, -3.72538], [-7.39004, 1.72142, -4.67944], [-3.51834, -1.97448, -3.41021], [-1.88250, -1.17057, -3.39198], [-3.23442, -0.66067, -4.49916], [-2.93879, 0.93017, -2.61109], [-3.43252, -0.51840, -1.52387], [-8.42023, 1.43509, -4.63873], [-6.84198, 1.70434, -5.60709], [-7.22620, 2.73860, -4.25990], [-5.05838, 3.63969, -1.20013], [-5.23639, 2.54255, -0.18193], [-6.57853, 1.94424, -0.28191], [-6.73520, 0.70000, -0.08562], [-5.93548, -0.05929, 0.46517], [-8.02488, 0.39607, -0.44159], [-8.44236, -0.93889, -0.13270], [-5.73587, 4.48817, -1.19825], [-5.03442, 3.19329, -2.24523], [-4.03085, 3.98992, -0.96416], [-5.04428, 2.79402, 0.89621], [-4.53248, 1.80408, -0.43384], [-9.47907, -0.84262, -0.32646], [-8.40650, -1.28982, 0.85993], [-7.92603, -1.67805, -0.78980], [2.03944, -0.37652, -0.01577], [1.54843, 0.93981, 0.56030], [0.44927, 0.67412, 1.46967], [-0.69518, 0.41143, 0.98208], [-0.99019, 0.18888, -0.16603], [-1.56151, 0.44692, 2.00660], [-2.92910, 0.00884, 1.74868], [2.96689, -0.28469, -0.61091], [1.15584, -0.78200, -0.57934], [2.16360, -1.10637, 0.82448], [1.18150, 1.66191, -0.20448], [2.32435, 1.33009, 1.20490], [-3.43564, 0.08663, 2.75349], [-2.87953, -0.99183, 1.44336], [-3.38399, 0.71502, 1.02213], [6.18711, -2.41450, 2.42559], [7.32798, -1.82992, 1.61466], [7.25759, -2.60448, 0.37970], [8.06594, -2.26269, -0.61576], [8.87489, -1.34989, -0.58789], [7.87176, -3.18179, -1.56987], [8.61584, -2.93603, -2.81265], [6.27436, -3.49271, 2.49788], [5.19473, -2.07626, 2.14502], [6.27595, -2.04421, 3.44226], [8.27329, -1.89015, 2.09642], [7.12301, -0.77316, 1.35564], [9.57886, -2.56864, -2.51774], [8.05409, -2.14644, -3.32356], [8.69137, -3.88600, -3.32631], [-0.03712, -3.35167, -0.33011], [-1.03110, -3.14213, 0.74147], [-1.72190, -3.01395, 1.63868], [0.96884, -3.24871, 0.15129], [-0.13063, -2.53928, -1.08718], [-0.12941, -4.28702, -0.80729], [4.59232, -3.49477, -0.77935], [4.97650, -2.16413, -1.33359], [5.38042, -1.16629, -1.71698], [5.34858, -4.21847, -1.10926], [3.60645, -3.84246, -1.21600], [4.57009, -3.43810, 0.30418], [-5.74926, -2.91667, 2.43949], [-6.67550, -3.48637, 1.47122], [-7.24558, -4.10481, 0.66923], [-6.25400, -2.19091, 3.10216], [-4.96090, -2.40484, 1.83212], [-5.35183, -3.73131, 3.06338], [1.00939, -2.08961, 3.76979], [1.72934, -3.09206, 2.98611], [2.42257, -3.87849, 2.47745], [0.85989, -2.43435, 4.79096], [-0.04567, -1.90826, 3.40475], [1.59840, -1.18442, 3.78227], [4.86018, 3.48111, 1.74667], [4.97058, 2.07020, 1.98190], [5.02324, 0.98546, 2.24917], [5.84439, 3.97320, 1.77702], [4.10677, 3.99377, 2.35485], [4.45251, 3.56076, 0.75956], [-0.26403, 3.72215, 3.76579], [0.59935, 4.38223, 2.74902], [1.38427, 4.67699, 1.94343], [-0.56240, 2.73318, 3.39281], [-1.15822, 4.30640, 3.97136], [0.25901, 3.70435, 4.71544], [-0.46241, 4.21924, -0.91702], [-1.45037, 3.71846, 0.07877], [-2.17205, 3.26055, 0.84508], [-0.73070, 3.89068, -1.88466], [0.47326, 3.75346, -0.62916], [-0.43369, 5.31080, -0.94412], [6.32953, 1.73095, -1.45789], [4.89077, 1.75681, -1.52465], [3.75277, 1.87945, -1.56393], [6.72133, 1.06997, -2.20004], [6.80883, 1.36872, -0.56403], [6.76545, 2.63692, -1.62670]]}

=====

{"formula": "C8H6Cl2O2S", "method": "ωB97M-V/def2-TZVPD", "lumo_energy_ev": [-1.350, -1.350], "energy_ev": -48363.8779, "e_homo_ha": [-0.3159, -0.3159], "symbols": ["C", "C", "C", "C", "C", "C", "C", "C", "O", "O", "S", "Cl", "Cl", "H", "H", "H", "H", "H", "H"], "xyz": [[1.23842, 0.16938, -1.15369], [-0.51679, -1.70613, 0.46072], [0.02822, 0.33683, -1.68451], [-1.49781, -0.83295, -0.08812], [1.47831, -0.17649, 0.28606], [0.80553, -1.46966, 0.56426], [-1.22411, 0.16988, -0.97067], [0.93404, 0.82548, 1.26227], [-1.37916, 2.10351, 1.66409], [-0.05397, 2.73802, -0.28962], [-0.40656, 1.74420, 0.67759], [-2.52371, 1.15161, -1.54537], [0.51742, 0.20534, 2.82019], [2.11090, 0.25513, -1.78213], [-0.89684, -2.63831, 0.85794], [-0.06788, 0.64786, -2.71446], [-2.52574, -1.00297, 0.19701], [2.55307, -0.26170, 0.47055], [1.42667, -2.25903, 0.96789]]}

=====

{"formula": "C9H21ClI2N2OPSTi", "method": "ωB97M-V/def2-TZVPD", "lumo_energy_ev": [-8.666, -10.320], "multiplicity": 2, "energy_ev": -86651.3431, "total_charge": 2, "e_homo_ha": [-0.5796, -0.5759], "symbols": ["I", "I", "Ti", "P", "C", "C", "H", "H", "H", "C", "H", "H", "H", "H", "H", "H", "C", "O", "Cl", "C", "C", "N", "C", "S", "N", "C", "C", "H", "H", "H", "H", "H", "H", "H", "H", "H", "H", "H", "H"], "xyz": [[-0.73550, 3.05112, 2.93152], [2.39787, 2.09352, 1.52170], [-0.21320, 1.84489, 0.63859], [-0.73141, 3.79564, -0.95976], [0.33416, 4.57240, -2.22908], [-2.19606, 3.41760, -1.97360], [-2.00942, 4.96919, 0.71503], [-1.49900, 6.06915, -0.61531], [-0.35134, 5.54580, 0.65571], [-1.19809, 5.23914, 0.03625], [-2.93533, 2.89202, -1.36318], [-2.61779, 4.34733, -2.37523], [-0.13935, 5.49988, -2.58917], [0.46920, 3.87780, -3.07019], [-1.89913, 2.75938, -2.79753], [1.31978, 4.79848, -1.79817], [1.27718, 2.06140, -1.10687], [2.12415, 2.05365, -1.91214], [-2.44421, 1.21451, 0.48294], [2.48007, -3.94222, 2.27467], [1.13980, -3.25065, 2.26448], [1.15956, -2.04854, 1.43032], [0.29785, -1.77331, 0.46462], [0.38306, -0.23558, -0.34447], [-0.54738, -2.71571, -0.02807], [-0.02843, -4.01613, -0.51602], [-1.09248, -5.07399, -0.32636], [2.79251, -4.21377, 1.26355], [2.42174, -4.86802, 2.85334], [3.25840, -3.30689, 2.70822], [0.34881, -3.88970, 1.87356], [0.87948, -2.91872, 3.27472], [1.78489, -1.28825, 1.70432], [-1.20588, -2.31604, -0.70261], [0.18810, -3.91892, -1.58739], [0.89493, -4.27564, 0.01278], [-1.96035, -4.90098, -0.97232], [-0.70429, -6.07376, -0.54783], [-1.44289, -5.07608, 0.70898]]}